1.
The following is a DFT calculation (ωB97M-V with the def2-TZVPD basis set) of one molecule with the formula C7H12 at a distorted geometry.

The geometry in ORCA input format:
```
! wB97M-V def2-TZVPD RIJCOSX def2/J DEFGRID3
* xyz 0 1
C -2.103 -0.666 -0.027
C -1.186 0.943 -0.133
C -0.353 1.124 -1.374
C 0.892 0.658 -1.220
C 1.216 0.322 0.215
C 1.829 -1.067 0.437
C -0.149 0.490 0.917
H -1.227 -1.142 -0.424
H -2.295 -0.495 1.019
H -2.939 -1.345 -0.340
H -1.825 1.794 0.131
H -0.744 1.542 -2.298
H 1.625 0.521 -2.016
H 1.931 1.069 0.587
H 1.143 -1.856 0.105
H 2.039 -1.236 1.500
H 2.770 -1.187 -0.111
H -0.124 1.043 1.860
H -0.497 -0.512 1.171
*
```

Values from the calculation:
SMILES string   C[C@@H]1C=C[C@H](C)C1
E_LUMO   1.14 eV
E   -7450.8240 eV
Energy relative to the best compared isomer or geometry (same formula, charge and spin)   60.1 kcal per mole
Largest force on an atom   2.07 eV/Å
Kohn-Sham gap   10.002 eV

2.
The following is a DFT calculation (ωB97M-V with the def2-TZVPD basis set) of one molecule with the formula C7H12 at a distorted geometry.

The geometry in ORCA input format:
```
! wB97M-V def2-TZVPD RIJCOSX def2/J DEFGRID3
* xyz 0 1
C -1.245 2.099 -1.056
C -0.292 1.304 -0.150
C -0.489 -0.189 -0.086
C 0.318 -1.225 -0.893
C 0.744 -1.880 0.418
C 1.533 -0.957 1.258
C 0.078 -0.696 1.226
H -1.076 3.171 -0.922
H -2.291 1.859 -0.840
H -1.084 1.883 -2.125
H 0.737 1.550 -0.431
H -0.311 1.492 0.932
H -1.556 -0.464 -0.100
H 1.133 -0.781 -1.475
H -0.279 -1.871 -1.542
H 0.529 -2.920 0.643
H 1.841 -1.380 2.206
H 2.251 -0.283 0.812
H -0.541 -0.713 2.125
*
```

Values from the calculation:
SMILES string   CC[C@H]1C[C@H]2C[C@@H]12
E_LUMO   1.22 eV
E   -7451.5714 eV
Energy relative to the best compared isomer or geometry (same formula, charge and spin)   42.9 kcal per mole
Largest force on an atom   1.56 eV/Å
Kohn-Sham gap   10.141 eV

3.
The following is a DFT calculation (ωB97M-V with the def2-TZVPD basis set) of a 2-piece molecular cluster, C7H12 overall at a distorted geometry.

The geometry in ORCA input format:
```
! wB97M-V def2-TZVPD RIJCOSX def2/J DEFGRID3
* xyz 0 1
C -0.592 -1.212 0.713
C -1.068 -0.866 -0.737
C 0.121 -0.093 -1.375
C 1.358 -0.584 -0.659
C 0.830 -0.604 0.784
H -1.263 -0.806 1.492
H -0.409 -2.278 0.868
H -2.019 -0.311 -0.725
H -1.171 -1.821 -1.375
H 0.015 0.970 -1.149
H 0.174 -0.111 -2.464
H 2.154 0.142 -0.734
H 1.688 -1.593 -0.981
H 0.808 0.377 1.193
H 1.422 -1.266 1.430
C 0.139 2.583 0.918
C -1.066 2.275 1.083
H 1.049 2.953 0.438
H -2.170 2.247 1.280
*
```

Values from the calculation:
SMILES string   C1CCCC1.C#C
E_LUMO   1.16 eV
E   -7450.6759 eV
Energy relative to the best compared isomer or geometry (same formula, charge and spin)   63.5 kcal per mole
Largest force on an atom   4.60 eV/Å
Kohn-Sham gap   11.460 eV

4.
The following is a DFT calculation (ωB97M-V with the def2-TZVPD basis set) of a 2-piece molecular cluster, C7H12 overall.

The geometry in ORCA input format:
```
! wB97M-V def2-TZVPD RIJCOSX def2/J DEFGRID3
* xyz 0 1
C -1.094 -0.035 2.256
C 0.232 0.158 1.586
C 0.477 -0.026 0.286
C 1.807 0.005 -0.338
C 1.759 -0.412 -1.606
C 0.350 -0.718 -2.052
C -0.516 -0.384 -0.811
H -1.008 -0.783 3.055
H -1.465 0.887 2.721
H -1.854 -0.387 1.551
H 1.070 0.430 2.230
H 2.703 0.280 0.210
H 2.620 -0.547 -2.253
H 0.071 -0.114 -2.924
H 0.245 -1.768 -2.355
H -1.158 -1.223 -0.521
H -1.180 0.465 -1.014
H -0.376 2.588 0.003
H -0.988 3.006 0.076
*
```

Values from the calculation:
SMILES string   C/C=C1/C=CCC1.[H][H]
E_LUMO   1.20 eV
E   -7451.9612 eV
Energy relative to the best compared isomer or geometry (same formula, charge and spin)   33.9 kcal per mole
Largest force on an atom   0.18 eV/Å
Kohn-Sham gap   9.267 eV

5.
The following is a DFT calculation (ωB97M-V with the def2-TZVPD basis set) of one molecule with the formula C7H12.

The geometry in ORCA input format:
```
! wB97M-V def2-TZVPD RIJCOSX def2/J DEFGRID3
* xyz 0 1
C 1.410 0.931 1.102
C 0.474 1.318 -0.013
C 0.113 0.463 -1.192
C 0.245 -1.052 -1.183
C -0.488 -1.552 0.081
C -1.417 -0.398 0.587
C -0.946 0.857 -0.165
H 2.446 1.091 0.784
H 1.224 1.556 1.982
H 1.314 -0.114 1.405
H 0.593 2.359 -0.308
H 0.197 0.934 -2.174
H -0.212 -1.430 -2.111
H 1.267 -1.445 -1.169
H -0.941 -2.530 -0.138
H 0.265 -1.755 0.855
H -1.344 -0.302 1.690
H -2.494 -0.527 0.394
H -1.707 1.596 -0.425
*
```

Values from the calculation:
SMILES string   C[C@H]1[C@H]2CCC[C@@H]12
E_LUMO   1.15 eV
E   -7452.8579 eV
Energy relative to the best compared isomer or geometry (same formula, charge and spin)   13.2 kcal per mole
Largest force on an atom   0.63 eV/Å
Kohn-Sham gap   10.767 eV

6.
The following is a DFT calculation (ωB97M-V with the def2-TZVPD basis set) of one molecule with the formula C7H12 at a distorted geometry.

The geometry in ORCA input format:
```
! wB97M-V def2-TZVPD RIJCOSX def2/J DEFGRID3
* xyz 0 1
C 3.325 -0.698 1.004
C 2.512 0.021 0.090
C 1.818 0.866 -0.456
C 0.597 0.122 -0.943
C -0.591 0.635 -0.157
C -1.795 -0.184 -0.503
C -3.036 0.300 0.223
H 3.743 0.013 1.732
H 4.085 -1.145 0.390
H 2.774 -1.437 1.575
H 0.737 -0.983 -0.855
H 0.559 0.283 -2.015
H -0.434 0.600 0.937
H -0.754 1.689 -0.406
H -1.579 -1.227 -0.246
H -1.897 -0.141 -1.597
H -2.927 0.259 1.317
H -3.247 1.341 -0.040
H -3.891 -0.313 -0.050
*
```

Values from the calculation:
SMILES string   CC#CCCCC
E_LUMO   0.77 eV
E   -7450.0350 eV
Energy relative to the best compared isomer or geometry (same formula, charge and spin)   78.3 kcal per mole
Largest force on an atom   2.55 eV/Å
Kohn-Sham gap   9.958 eV

7.
The following is a DFT calculation (ωB97M-V with the def2-TZVPD basis set) of C7H12Ag5Br6O3 as an isolated structure at a distorted geometry.

The geometry in ORCA input format:
```
! wB97M-V def2-TZVPD RIJCOSX def2/J DEFGRID3
* xyz 3 1
Ag 1.840 -0.236 -0.839
Ag -1.533 -0.720 3.382
Ag 1.134 -4.180 0.235
Ag 2.398 -1.769 2.170
Ag -2.840 -3.394 1.187
C -0.376 -1.253 0.682
O -1.618 -1.161 1.036
O 0.520 -0.447 1.157
O 0.024 -2.248 -0.058
Br 3.487 1.112 1.953
C 2.027 2.267 2.552
C 2.181 3.680 2.037
Br 0.456 4.608 2.338
H 2.038 2.135 3.628
H 1.116 1.924 2.063
H 2.278 3.639 0.954
H 3.008 4.225 2.482
Br -2.115 -2.896 -3.915
C -0.634 -3.755 -2.993
C 0.638 -2.947 -3.112
Br 1.137 -2.687 -5.010
H -0.503 -4.802 -3.272
H -0.948 -3.913 -1.950
H 1.451 -3.469 -2.592
H 0.477 -1.995 -2.600
Br -0.025 2.677 -1.353
C -1.791 2.916 -0.592
C -2.096 1.700 0.230
Br -3.924 1.770 0.958
H -2.446 3.026 -1.452
H -1.839 3.812 0.017
H -1.376 1.589 1.038
H -2.148 0.789 -0.358
*
```

Values from the calculation:
E_LUMO   -12.39 eV
E   -453815.4527 eV
Energy relative to the best compared isomer or geometry (same formula, charge and spin)   18.4 kcal per mole
Largest force on an atom   1.75 eV/Å
Kohn-Sham gap   4.368 eV

8.
The following is a DFT calculation (ωB97M-V with the def2-TZVPD basis set) of C7H12Br2ClN4NdS4 as an isolated structure at a distorted geometry.

The geometry in ORCA input format:
```
! wB97M-V def2-TZVPD RIJCOSX def2/J DEFGRID3
* xyz 0 4
Nd -0.691 -0.414 -0.336
Br 2.106 -2.018 -1.941
C 1.081 -1.623 -3.519
Br 0.361 0.163 -3.395
H 0.241 -2.305 -3.538
H 1.717 -1.681 -4.390
S 0.916 2.301 2.904
C -0.018 1.759 1.661
S 0.428 2.041 -0.026
S -1.517 0.861 1.961
N -3.251 3.442 -2.233
C -3.059 2.473 -1.323
N -3.010 2.820 -0.044
S -2.941 0.853 -1.853
H -3.323 4.412 -1.978
H -3.268 3.185 -3.203
H -2.936 3.785 0.230
H -2.718 2.116 0.631
C 3.129 -0.018 1.313
C 2.269 -1.196 1.599
N 1.042 -1.443 1.179
C 0.690 -2.687 1.684
C 1.708 -3.193 2.412
N 2.702 -2.236 2.345
H 2.596 0.691 0.683
H 4.044 -0.334 0.806
H 3.396 0.499 2.235
H -0.270 -3.132 1.481
H 1.820 -4.115 2.953
H 3.603 -2.281 2.790
Cl -1.435 -2.622 -1.351
*
```

Values from the calculation:
Expectation value of S²   3.753
E_LUMO (alpha / beta)   0.00 / 0.03 eV
E   -224645.0516 eV
Energy relative to the best compared isomer or geometry (same formula, charge and spin)   3.4 kcal per mole
Largest force on an atom   1.04 eV/Å
Kohn-Sham gap (alpha / beta)   7.232 / 7.266 eV

9.
The following is a DFT calculation (ωB97M-V with the def2-TZVPD basis set) of a 2-piece molecular cluster, C7H12ClN2O2S overall at a distorted geometry.

The geometry in ORCA input format:
```
! wB97M-V def2-TZVPD RIJCOSX def2/J DEFGRID3
* xyz 1 1
C -1.360 -0.505 1.152
C -1.089 0.807 1.465
C -0.835 0.635 -0.643
C -0.745 -2.930 -0.747
C 0.446 3.438 -0.722
C -1.652 -1.740 -1.011
C -0.116 2.806 0.308
N -1.180 -0.574 -0.219
N -0.685 1.475 0.349
O 2.239 -1.512 1.496
O 4.030 0.056 1.040
S 3.275 -1.243 0.535
Cl 2.078 -0.212 -0.919
H -1.778 -1.268 1.689
H -1.039 1.221 2.454
H -0.491 1.010 -1.557
H 0.318 -2.815 -1.110
H -1.094 -3.760 -1.243
H -0.778 -3.053 0.235
H 0.687 4.560 -0.735
H 0.446 3.143 -1.774
H 3.600 0.497 1.739
H -2.670 -2.008 -1.035
H -1.470 -1.335 -2.030
H -0.138 3.306 1.284
*
```

Values from the calculation:
E_LUMO   -3.54 eV
E   -37878.1761 eV
Energy relative to the best compared isomer or geometry (same formula, charge and spin)   37.0 kcal per mole
Largest force on an atom   4.62 eV/Å
Kohn-Sham gap   10.134 eV

10.
The following is a DFT calculation (ωB97M-V with the def2-TZVPD basis set) of a 2-piece molecular cluster, C7H12ClNO2 overall at a distorted geometry.

The geometry in ORCA input format:
```
! wB97M-V def2-TZVPD RIJCOSX def2/J DEFGRID3
* xyz 0 3
C 1.489 0.138 -1.938
C 0.942 1.518 -1.489
C 1.490 -0.829 -0.735
C 0.296 1.234 -0.201
C 0.466 -0.048 0.157
C 0.715 -1.753 1.821
C -2.589 0.075 0.409
N -3.074 0.949 1.256
O -3.270 0.767 2.489
O -0.038 -0.691 1.269
Cl -2.486 0.350 -1.242
H 0.969 -0.333 -2.682
H 2.448 0.379 -2.331
H 1.849 2.130 -1.262
H 0.473 1.978 -2.338
H 0.984 -1.857 -1.003
H 2.517 -0.895 -0.342
H -0.220 2.084 0.276
H -3.372 1.923 1.049
H 1.510 -1.293 2.620
H 1.233 -2.351 1.064
H 0.183 -2.568 2.312
H -2.516 -0.905 0.840
*
```

Values from the calculation:
Expectation value of S²   2.007
E_LUMO (alpha / beta)   0.82 / -1.17 eV
E   -25553.7369 eV
Largest force on an atom   8.77 eV/Å
Kohn-Sham gap (alpha / beta)   6.846 / 7.126 eV

11.
The following is a DFT calculation (ωB97M-V with the def2-TZVPD basis set) of a 2-piece molecular cluster, C7H12F2N2Si overall at a distorted geometry.

The geometry in ORCA input format:
```
! wB97M-V def2-TZVPD RIJCOSX def2/J DEFGRID3
* xyz 0 1
C 2.504 -2.771 -0.911
C 1.143 -2.601 -0.734
C 2.140 -1.258 0.540
C -1.256 -0.333 -1.240
C -2.056 2.688 0.162
C -0.848 0.302 1.852
C 0.695 1.745 -0.313
N 3.141 -1.938 -0.083
N 0.967 -1.619 0.066
F 1.339 2.500 0.577
F 1.182 1.916 -1.512
Si -1.047 0.962 0.092
H 2.919 -3.433 -1.623
H 0.258 -3.129 -1.096
H 2.241 -0.424 1.196
H -1.226 0.109 -2.266
H -0.519 -1.087 -1.103
H -2.149 -0.829 -1.126
H -2.010 3.416 -0.585
H -3.069 2.243 0.203
H -1.515 3.201 1.029
H -0.603 0.937 2.683
H -1.926 0.039 2.204
H -0.306 -0.636 1.987
*
```

Values from the calculation:
E_LUMO (alpha / beta)   0.73 / -2.61 eV
E   -23742.0351 eV
Energy relative to the best compared isomer or geometry (same formula, charge and spin)   126.3 kcal per mole
Largest force on an atom   4.19 eV/Å
Kohn-Sham gap (alpha / beta)   10.463 / 4.307 eV

12.
The following is a DFT calculation (ωB97M-V with the def2-TZVPD basis set) of one molecule with the formula C7H12F2N2Si at a distorted geometry.

The geometry in ORCA input format:
```
! wB97M-V def2-TZVPD RIJCOSX def2/J DEFGRID3
* xyz 0 1
C 1.113 1.157 1.145
Si 1.194 -0.284 -0.142
C 1.263 0.324 -2.008
C 2.624 -1.582 0.339
C -0.453 -1.160 0.176
F -0.423 -1.767 1.396
F -0.796 -2.141 -0.670
N -1.644 -0.230 0.147
C -2.374 0.339 1.215
C -3.166 1.331 0.597
N -3.141 1.213 -0.766
C -2.221 0.269 -0.982
H 0.034 1.283 1.408
H 1.858 1.106 1.921
H 1.355 1.972 0.483
H 0.835 1.364 -1.936
H 2.334 0.589 -2.098
H 0.762 -0.200 -2.819
H 2.641 -2.423 -0.399
H 3.715 -1.221 0.503
H 2.098 -2.099 1.196
H -1.959 0.237 2.141
H -3.852 1.945 1.121
H -1.796 -0.021 -1.969
*
```

Values from the calculation:
SMILES string   C[Si](C)(C)C(F)(F)n1ccnc1
E_LUMO   0.66 eV
E   -23745.9209 eV
Energy relative to the best compared isomer or geometry (same formula, charge and spin)   36.7 kcal per mole
Largest force on an atom   4.16 eV/Å
Kohn-Sham gap   9.575 eV